1.
Molecular formula: C27H30F24O9
Method: DFT, the ωB97M-V functional and the def2-TZVPD basis

Calculated values
* Kohn-Sham gap: 10.52 eV
* HOMO energy: -10.35 eV
* E_tot: -112130.3356 eV
* SMILES: FC(F)C(F)(F)COC(F)(F)C(F)F.FC(F)C(F)(F)COC(F)(F)C(F)F.FC(F)C(F)(F)COC(F)(F)C(F)F.O=C1CCCO1.O=C1CCCO1.O=C1CCCO1

Geometry (Å):
O: -2.04185 -2.55712 3.55114
C: -1.70031 -1.79630 2.65518
O: -2.53026 -0.77191 2.21501
C: -1.85619 -0.02292 1.14847
C: -0.41155 -0.28670 1.41669
C: -0.32064 -1.63262 2.02618
H: -1.96913 1.05561 1.25859
H: -2.26036 -0.37453 0.19920
H: -0.06607 0.37947 2.20723
H: 0.24943 -0.11623 0.56690
H: 0.54051 -1.65383 2.69407
H: -0.10027 -2.36431 1.24889
O: -3.25779 3.44724 -0.80957
C: -2.33879 3.96892 -0.12699
O: -1.13367 4.31525 -0.64131
C: -0.22258 4.86635 0.27471
C: -0.96965 4.67535 1.64021
C: -2.38398 4.36103 1.31749
H: -0.01797 5.90333 0.00844
H: 0.77586 4.42915 0.28177
H: -0.88010 5.59338 2.22100
H: -0.44631 3.95891 2.27340
H: -2.99802 5.24810 1.47292
H: -2.73081 3.58462 1.99940
O: 0.99521 -6.56688 0.57939
C: 1.89537 -5.72455 0.67515
O: 2.57028 -5.12979 -0.38944
C: 3.59239 -4.26237 0.03806
C: 3.76330 -4.66266 1.49722
C: 2.40113 -5.17044 1.94048
H: 3.31948 -3.20890 0.09996
H: 4.58310 -4.50109 -0.34872
H: 4.07487 -3.91266 2.22421
H: 4.51117 -5.45469 1.45851
H: 1.66554 -4.41823 2.22545
H: 2.35261 -5.85450 2.78772
C: -1.96244 2.02635 -6.45675
C: -2.17856 3.01254 -7.56241
C: -0.86686 3.91254 -7.73082
F: 0.28593 3.22796 -7.71571
F: -0.89878 4.70268 -8.85864
F: -2.20364 2.33016 -8.72653
F: -3.30495 3.73113 -7.47908
O: -1.65167 2.77287 -5.28285
C: -1.01663 2.19219 -4.20067
C: -1.87972 1.28211 -3.31371
F: -2.13868 0.09481 -3.80225
F: -1.26284 1.03360 -2.16465
F: 0.11660 1.62391 -4.54772
F: -0.62728 3.30634 -3.55317
H: -1.17042 1.35706 -6.79269
H: -2.90176 1.47499 -6.41481
H: -0.82251 4.48166 -6.80225
H: -2.80134 1.84422 -3.16289
C: 2.25195 3.32735 4.20155
C: 3.07993 4.68898 4.21968
C: 3.85951 4.90827 2.87889
F: 3.00598 4.74954 1.81490
F: 4.55919 6.03717 2.76193
F: 2.13332 5.65297 4.37647
F: 3.89117 4.73233 5.30364
O: 3.13166 2.23471 3.99741
C: 2.53616 1.15783 3.32384
C: 3.67852 0.05074 3.27032
F: 3.29964 -1.11307 2.78155
F: 4.80219 0.42628 2.62109
F: 1.44223 0.74697 4.00531
F: 2.19177 1.56870 2.09097
H: 1.48323 3.52115 3.45348
H: 1.69543 3.19750 5.12973
H: 4.58924 4.14356 2.61276
H: 3.75156 -0.10866 4.34612
C: -1.86535 -5.07063 -0.13294
C: -2.07255 -5.58065 1.28737
C: -3.53709 -5.33813 1.79945
F: -4.54664 -5.45473 0.92068
F: -3.81105 -6.00635 2.95265
F: -1.95763 -6.90519 1.29696
F: -1.12313 -5.01201 2.09487
O: -2.17192 -3.68294 -0.30140
C: -1.86197 -3.15355 -1.59553
C: -0.31344 -3.09897 -1.87706
F: -0.02792 -2.59877 -3.08060
F: 0.50852 -2.68483 -0.85515
F: -2.67099 -3.73023 -2.53145
F: -2.34789 -1.94152 -1.55246
H: -2.47603 -5.66538 -0.81224
H: -0.80608 -5.25792 -0.30895
H: -3.53072 -4.32488 2.20118
H: -0.13923 -4.16611 -2.01481

The molecule's Mulliken atomic charges, reported in e, are given here:
1. O -0.6519
2. C 0.3903
3. O -0.4476
4. C 0.2239
5. C -0.0131
6. C 0.5074
7. H -0.0700
8. H -0.0221
9. H -0.2683
10. H 0.5314
11. H 0.4124
12. H -0.6613
13. O -0.6388
14. C 0.5246
15. O -0.3130
16. C -0.3605
17. C 0.1849
18. C -0.5301
19. H 0.2878
20. H 0.2460
21. H 0.3862
22. H -0.4141
23. H 0.2737
24. H 0.3512
25. O -0.6340
26. C 0.5726
27. O -0.3624
28. C -0.1869
29. C -0.6668
30. C 0.0772
31. H 0.1847
32. H 0.3271
33. H 0.2976
34. H 0.3009
35. H -0.2379
36. H 0.4068
37. C -0.7431
38. C 0.8754
39. C 0.1782
40. F -0.2575
41. F -0.2789
42. F -0.3211
43. F -0.2924
44. O -0.3976
45. C 0.6071
46. C 0.3205
47. F -0.2706
48. F -0.1520
49. F -0.3128
50. F -0.2412
51. H 0.3466
52. H 0.4055
53. H 0.2730
54. H 0.2914
55. C -0.1188
56. C 0.7679
57. C 0.1233
58. F -0.1843
59. F -0.2664
60. F -0.2958
61. F -0.2880
62. O -0.4486
63. C 1.0225
64. C 0.0690
65. F -0.1546
66. F -0.2637
67. F -0.2817
68. F -0.2449
69. H -0.3196
70. H 0.5311
71. H 0.1961
72. H 0.2578
73. C -0.5582
74. C 0.9169
75. C 0.2832
76. F -0.2649
77. F -0.3191
78. F -0.3324
79. F -0.2069
80. O -0.3073
81. C 0.7679
82. C 0.1404
83. F -0.3348
84. F -0.1186
85. F -0.3248
86. F -0.3050
87. H 0.3810
88. H 0.1079
89. H 0.0579
90. H 0.2772



2.
Molecular formula: C24H31F5Ge2N2O4Ti
Method: DFT, the ωB97M-V functional and the def2-TZVPD basis

Calculated values
* Kohn-Sham gap (alpha / beta): 7.05 / 6.81 eV
* HOMO energy (alpha / beta): -11.47 / -11.47 eV
* E_tot: -186290.9719 eV
* total charge: +1
* <S²>: 0.76
* multiplicity: 2
* energy above the lowest of the compared OMol25 structures with the same formula, charge and spin: 4.7 kcal/mol

Geometry (Å):
Ti: 0.45577 -1.72621 0.35872
C: 3.73288 -1.41102 -1.90566
C: 3.63636 -1.39336 -0.42495
N: 2.51888 -1.37600 0.29259
C: 2.89642 -1.41538 1.62641
C: 4.25290 -1.43698 1.70696
N: 4.68749 -1.42225 0.40758
C: 5.27497 -1.46930 2.80129
O: 4.83235 -1.45599 4.03314
O: 6.43334 -1.51739 2.48427
C: 1.86586 -1.46891 2.68935
O: 2.15051 -1.42351 3.86324
O: 0.64563 -1.58194 2.21380
H: 2.74613 -1.54527 -2.34215
H: 4.36821 -2.23564 -2.22799
H: 4.16348 -0.48105 -2.27901
H: 5.67262 -1.45000 0.17235
H: 3.84932 -1.41222 4.09365
C: -3.90351 -1.86419 1.68362
C: -2.43526 -2.12776 1.31990
Ge: -2.05135 -1.08336 -0.33617
C: -2.49206 -2.05807 -1.99923
C: -3.83959 -1.57025 -2.53389
C: -2.81476 0.69400 -0.31636
C: -1.92330 1.68805 -0.19823
Ge: -0.09609 0.94274 -0.19066
C: 1.00375 1.54092 1.34982
C: 1.16427 3.06330 1.39106
C: 0.86205 0.98040 -1.93574
C: 0.78844 2.27626 -2.74392
C: -2.27701 3.10647 -0.05407
C: -1.37356 4.11147 -0.39589
C: -1.71643 5.44905 -0.27928
C: -2.96807 5.80270 0.20132
C: -3.86854 4.81233 0.57210
C: -3.52587 3.47704 0.45011
H: -4.17285 -2.43002 2.57511
H: -4.57818 -2.17132 0.88252
H: -4.07680 -0.80807 1.89096
H: -2.28477 -3.18856 1.11688
H: -1.79462 -1.84893 2.15787
H: -2.51238 -3.12466 -1.77840
H: -1.71069 -1.90595 -2.74524
H: -4.64319 -1.72584 -1.81195
H: -4.10155 -2.11751 -3.43951
H: -3.81081 -0.50860 -2.78215
H: -3.88191 0.88646 -0.40902
H: 1.98584 1.07085 1.27598
H: 0.53401 1.18540 2.26820
H: 1.62352 3.44932 0.47925
H: 1.80828 3.34076 2.22627
H: 0.20656 3.56407 1.52558
H: 0.45328 0.16109 -2.53470
H: 1.90666 0.73036 -1.73334
H: -0.24409 2.56639 -2.93745
H: 1.28263 2.14993 -3.70771
H: 1.28473 3.10018 -2.22997
H: -0.39043 3.84871 -0.76008
H: -1.00325 6.21340 -0.55862
H: -3.23722 6.84560 0.30062
H: -4.83846 5.08291 0.96747
H: -4.22805 2.71624 0.76902
F: -0.71196 -4.16017 -0.51149
C: 0.49091 -3.55110 -0.81469
F: 0.54521 -3.43489 -2.17436
C: 1.57786 -4.53581 -0.38412
F: 2.74926 -4.20365 -0.95708
F: 1.30867 -5.79601 -0.66437
F: 1.74751 -4.41928 0.95039

The molecule's natural (NBO) atomic charges, reported in e, are given here:
1. Ti 1.5991
2. C -0.6680
3. C 0.4700
4. N -0.6364
5. C -0.0233
6. C 0.0618
7. N -0.4576
8. C 0.7650
9. O -0.6349
10. O -0.5530
11. C 0.7905
12. O -0.5560
13. O -0.8249
14. H 0.2547
15. H 0.2642
16. H 0.2555
17. H 0.4686
18. H 0.5169
19. C -0.6032
20. C -0.8155
21. Ge 1.1213
22. C -0.7947
23. C -0.6145
24. C -0.6232
25. C -0.3874
26. Ge 1.1447
27. C -0.7970
28. C -0.6143
29. C -0.8141
30. C -0.6110
31. C -0.0314
32. C -0.2211
33. C -0.1942
34. C -0.1865
35. C -0.1955
36. C -0.2036
37. H 0.2379
38. H 0.2108
39. H 0.2153
40. H 0.2472
41. H 0.2530
42. H 0.2475
43. H 0.2403
44. H 0.2071
45. H 0.2351
46. H 0.2142
47. H 0.2324
48. H 0.2197
49. H 0.2427
50. H 0.2022
51. H 0.2324
52. H 0.2273
53. H 0.2286
54. H 0.2172
55. H 0.2192
56. H 0.2259
57. H 0.2072
58. H 0.2037
59. H 0.2232
60. H 0.2272
61. H 0.2264
62. H 0.2138
63. F -0.3199
64. C 0.1076
65. F -0.3130
66. C 0.9099
67. F -0.3107
68. F -0.2788
69. F -0.3039



3.
Molecular formula: C16H14N5O7S2Zr
Method: DFT, the ωB97M-V functional and the def2-TZVPD basis

Calculated values
* Kohn-Sham gap: 7.07 eV
* HOMO energy: -11.02 eV
* E_tot: -61549.8968 eV
* total charge: +1
* energy above the lowest of the compared OMol25 structures with the same formula, charge and spin: 12.9 kcal/mol

Geometry (Å):
Zr: 1.00893 0.19634 0.80515
O: 2.87297 -0.40097 4.53273
C: 2.50596 -0.03406 3.34051
O: 1.35180 0.20932 3.01252
C: 3.67660 0.06424 2.38352
O: 3.22162 0.29545 1.04079
C: 3.58574 1.57283 0.39183
C: 2.43399 2.58424 0.40865
O: 2.58537 3.63009 -0.13228
O: 1.34870 2.13169 1.05108
H: 2.09957 -0.45433 5.12493
H: 4.23256 -0.86714 2.41746
H: 4.33073 0.86844 2.71356
H: 3.83402 1.34156 -0.63648
H: 4.45156 2.01566 0.87268
O: -3.13333 0.17661 -2.79053
C: -2.01524 0.21811 -3.53632
C: -2.17121 0.20065 -4.92086
C: -1.06875 0.24222 -5.74455
C: 0.22642 0.29970 -5.21729
C: 0.38648 0.30894 -3.85539
C: -0.72169 0.26798 -2.99071
C: -0.48200 0.28133 -1.56161
O: 0.79825 0.24772 -1.13740
N: -1.47289 0.31280 -0.72423
N: -1.11700 0.29758 0.65721
C: -2.16570 0.36366 1.43069
S: -3.75096 0.39565 0.77021
C: -4.56110 0.73675 2.35365
C: -3.77507 0.03584 3.43957
S: -2.02978 0.41323 3.15603
H: -2.86742 0.21697 -1.85290
H: -3.17785 0.15728 -5.31725
H: -1.21104 0.23164 -6.81814
H: 1.08693 0.33597 -5.87133
H: 1.37653 0.35066 -3.42491
H: -5.58112 0.36114 2.28860
H: -4.58142 1.81453 2.50118
H: -3.90158 -1.04394 3.40514
H: -4.02962 0.40409 4.43153
N: 1.12866 -1.84721 1.15231
C: 1.02133 -3.03595 1.00694
N: 0.82076 -4.22987 0.94972
C: 1.45658 -5.33875 0.59045
N: 1.97274 -6.32866 0.30356

The molecule's natural (NBO) atomic charges, reported in e, are given here:
1. Zr 2.4032
2. O -0.6018
3. C 0.8341
4. O -0.6339
5. C -0.1763
6. O -0.5744
7. C -0.2030
8. C 0.7503
9. O -0.5079
10. O -0.8095
11. H 0.5280
12. H 0.2619
13. H 0.2489
14. H 0.2538
15. H 0.2393
16. O -0.6543
17. C 0.3649
18. C -0.2689
19. C -0.1363
20. C -0.2391
21. C -0.1566
22. C -0.1952
23. C 0.5930
24. O -0.8048
25. N -0.4366
26. N -0.5478
27. C -0.0388
28. S 0.4317
29. C -0.5440
30. C -0.5219
31. S 0.3648
32. H 0.5030
33. H 0.2387
34. H 0.2270
35. H 0.2264
36. H 0.2239
37. H 0.2621
38. H 0.2415
39. H 0.2407
40. H 0.2592
41. N -0.9201
42. C 0.7548
43. N -0.5658
44. C 0.4086
45. N -0.3227